Density functional theory data (ωB97M-V with the def2-TZVPD basis set) for a structure of composition C18H27ClN4O11V in a non-equilibrium geometry.

```
! wB97M-V def2-TZVPD RIJCOSX def2/J DEFGRID3
* xyz -1 3
V 0.99567 -1.61119 0.55862
C 2.63237 2.40981 2.98272
C 1.58167 3.29831 2.32162
C 1.01367 2.66711 1.03572
C -0.09973 3.56931 0.41562
C 0.26227 4.20361 -0.92378
C 2.15287 2.50681 0.04872
O 3.04827 3.30631 -0.07768
N 2.07017 1.40301 -0.76438
C 1.28517 0.31321 -0.46768
O 1.33287 -0.70719 -1.17118
N 0.47217 0.28851 0.58092
C 0.33187 1.33941 1.42032
O -0.38223 1.29321 2.40362
H 2.95467 2.86601 3.91692
H 3.50257 2.28871 2.34132
H 2.22267 1.42291 3.19812
H 2.02237 4.26391 2.06132
H 0.75177 3.44881 3.01522
H -0.32573 4.36541 1.12632
H -1.00783 2.97151 0.30542
H 1.11727 4.86481 -0.81048
H -0.57853 4.78491 -1.30198
H 0.51487 3.44751 -1.66448
H 2.91077 1.18691 -1.30718
C -3.47403 -0.00959 -2.67738
C -2.42793 0.83411 -3.42558
C -1.25093 0.89541 -2.43188
O -1.42663 -0.18469 -1.55018
C -2.81333 -0.25559 -1.31038
H -3.63383 -0.95469 -3.19468
H -4.42933 0.50021 -2.56828
H -2.78873 1.83311 -3.66508
H -2.12333 0.34341 -4.34938
H -1.28093 1.84481 -1.87398
H -0.27093 0.79561 -2.90208
H -3.11083 0.52971 -0.59708
H -3.03223 -1.23309 -0.88608
O 4.23937 -0.23589 -0.61208
N 3.78657 -1.15629 0.06012
O 4.12607 -2.30489 -0.10028
O 2.95627 -0.86379 0.96822
C -1.72203 -1.66659 2.41512
C -1.71173 -2.39979 1.12122
C -2.69683 -3.18579 0.59282
C -2.21433 -3.67189 -0.65908
C -0.95993 -3.15629 -0.82528
C -0.02593 -3.33049 -1.97218
N -0.63283 -2.37399 0.26202
H -2.71643 -1.70879 2.85602
H -1.41633 -0.62879 2.27462
H -1.01473 -2.11719 3.11202
H -3.65033 -3.40279 1.03762
H -2.74183 -4.31789 -1.33728
H -0.43843 -4.05749 -2.66888
H 0.94817 -3.66759 -1.61128
H 0.10857 -2.37389 -2.48118
O 1.16027 -2.39459 2.44692
Cl 1.42037 -3.71849 1.95482
O 0.23157 -4.48159 2.03542
O 2.43327 -4.31989 2.72592
O 1.81227 -3.59549 0.59322
*
```



Density functional theory data (ωB97M-V with the def2-TZVPD basis set) for the molecule C2H4O3 in a non-equilibrium geometry.

```
! wB97M-V def2-TZVPD RIJCOSX def2/J DEFGRID3
* xyz 0 1
O -1.46595 0.16740 -1.16605
C -0.38439 -0.23313 -0.59488
O -0.32864 -1.66921 -0.39919
C 0.44410 0.79965 0.30454
O 1.46483 0.35665 1.08220
H -1.29603 -1.73653 -0.89511
H 1.02177 1.47377 -0.35263
H -0.49389 1.40126 0.79520
H 1.03820 -0.55987 1.22592
*
```

- SMILES = O=C(O)CO



Density functional theory data (ωB97M-V with the def2-TZVPD basis set) for a cluster of 2 separate species, C2HO5 in total in a non-equilibrium geometry.

```
! wB97M-V def2-TZVPD RIJCOSX def2/J DEFGRID3
* xyz -1 1
C -0.25892 1.65740 -0.47051
C 0.79836 0.64775 0.16313
O -1.12589 2.14570 0.20220
O 0.16610 1.74323 -1.61116
O -0.70785 -2.59359 0.15460
O 0.29300 -1.54215 0.28770
O 1.94107 0.53567 0.24139
H -1.10585 -2.59401 1.03264
*
```



Density functional theory data (ωB97M-V with the def2-TZVPD basis set) for a structure of composition C3H3N4 in a non-equilibrium geometry.

```
! wB97M-V def2-TZVPD RIJCOSX def2/J DEFGRID3
* xyz 1 1
C -2.44071 -0.12510 0.00358
C 0.16814 0.69753 -0.05079
C -1.24597 0.92253 -0.57484
N -3.33261 -0.72819 0.34796
N 0.17595 2.04684 0.40996
N -0.99998 2.17500 0.14310
N 0.68518 -0.31805 0.53335
H -1.32561 1.12679 -1.71098
H 0.30636 -1.25806 0.69840
H 1.51954 -0.22677 1.02770
*
```



For the records above, the corresponding relative energy (zero: lowest compared OMol25 entry of this formula, charge and spin) values read 43.4, 51.5, 57.4, 70.6 kcal per mole.